# 1
# CH5FO2SSi

A molecular structure, CH5FO2SSi in a non-equilibrium geometry (ωB97M-V with the def2-TZVPD basis set, OMol25).

```
11
Properties=species:S:1:pos:R:3:forces:R:3
S -0.353590 -1.518948 -0.875360 0.01 1.96 2.39
Si -0.379461 -0.133945 1.567640 -0.24 -2.55 -2.74
F -1.297069 -1.062823 2.475700 0.69 0.37 -0.11
O 1.148986 0.003711 1.976765 0.25 0.23 0.75
O -1.084140 1.294095 1.449465 0.09 -0.70 2.60
C 0.254226 -0.167952 -1.969088 -0.32 -3.96 -3.08
H 1.959039 -0.294779 1.569460 -0.18 -0.30 -0.21
H 1.292841 -0.379247 -2.308328 -0.77 0.48 0.35
H -1.194721 1.604046 0.600460 -0.53 1.34 -2.89
H 0.085121 0.740429 -1.610390 0.05 3.90 2.16
H -0.431231 -0.084587 -2.876324 0.94 -0.77 0.78
```
Positions in Å, forces in eV/Å.

As for the LUMO energy: -0.002 hartree. The gap between HOMO and LUMO comes out at 0.3120 hartree. For the HOMO energy, the calculation gives -8.55 eV. The energy relative to the best compared isomer or geometry (same formula, charge and spin) comes out at 166.65 kJ/mol. The value obtained for the total energy is -26646.5991 eV. As for the total charge: 0.



# 2
# CH5IN2

2 unconnected molecules or ions with the total composition CH5IN2 in a non-equilibrium geometry (ωB97M-V with the def2-TZVPD basis set, OMol25).

```
9
Properties=species:S:1:pos:R:3:forces:R:3
I 0.773005 -0.525799 3.571825 -0.31 -0.18 -1.04
N -0.664678 0.119511 -2.061671 -0.46 0.25 -1.97
N -0.010397 1.148577 -1.999075 0.34 1.45 -1.28
C 0.231443 -0.558384 1.464072 0.17 1.07 -2.45
H 0.530797 -1.544381 0.893140 -0.32 2.03 1.51
H -0.891754 -0.408815 1.313757 1.54 -0.29 0.66
H -0.721802 -0.231082 -1.144668 0.01 -0.96 1.94
H 0.747053 0.413796 0.946988 -1.09 -2.61 1.30
H 0.006334 1.586578 -2.984366 0.12 -0.75 1.33
```
Positions in Å, forces in eV/Å.

As for the LUMO energy: 0.008 hartree. The gap between HOMO and LUMO comes out at 0.3592 hartree. For the HOMO energy, the calculation gives -9.57 eV. The energy relative to the best compared isomer or geometry (same formula, charge and spin) comes out at 98.87 kJ/mol. The value obtained for the total energy is -12196.5557 eV. As for the total charge: 0. The structure (SMILES) is [H]/N=N/[H].CI.



# 3
# CH5IN2

2 unconnected molecules or ions with the total composition CH5IN2 in a non-equilibrium geometry (ωB97M-V with the def2-TZVPD basis set, OMol25).

```
9
Properties=species:S:1:pos:R:3:forces:R:3
I 3.145923 0.259938 -0.191338 0.78 0.27 -0.42
N 1.736047 -1.137739 -0.048885 3.42 -1.66 2.28
N 0.078713 -0.359002 0.713492 -2.64 0.47 -0.29
C -0.186323 0.792685 -0.128074 0.64 -1.66 0.70
H -1.248700 0.976038 -0.130206 -0.27 1.07 0.22
H -0.346430 -1.169619 0.256463 -0.61 0.10 0.60
H 1.983687 -1.470566 0.979029 -0.70 0.22 -2.69
H 0.598489 1.459031 0.167387 -0.63 1.65 0.33
H 0.085026 0.579653 -1.150212 0.00 -0.47 -0.72
```
Positions in Å, forces in eV/Å.

As for the LUMO energy (spin up / spin down): 0.007 / -0.075 hartree. As for the multiplicity: 3. The gap between HOMO and LUMO (spin up / spin down) comes out at 0.2785 / 0.2711 hartree. For the HOMO energy (spin up / spin down), the calculation gives -7.39 / -9.42 eV. The energy relative to the best compared isomer or geometry (same formula, charge and spin) comes out at 197.96 kJ/mol. The value obtained for the total energy is -12192.9692 eV. As for the total charge: 0. Its expectation value of S² is 2.01.



# 4
# CH5INO

2 unconnected molecules or ions with the total composition CH5INO (ωB97M-V with the def2-TZVPD basis set, OMol25).

```
9
Properties=species:S:1:pos:R:3:forces:R:3
I -0.584230 -1.614676 -1.725821 0.23 0.48 0.46
O 0.107442 1.199915 -0.818627 -0.14 -0.33 0.56
N -0.635398 -0.083262 0.907602 -0.05 0.36 0.09
C 0.070700 -0.071823 -0.406032 -0.03 -0.23 -0.90
H 2.846383 -0.550035 0.007275 -0.16 0.01 0.01
H -0.836646 -1.046198 1.212048 0.10 0.30 -0.12
H -0.048710 0.385471 1.616730 -0.13 -0.17 -0.16
H -1.522168 0.450504 0.848334 0.18 -0.24 0.03
H 0.602626 1.330104 -1.641509 -0.01 -0.20 0.02
```
Positions in Å, forces in eV/Å.

As for the LUMO energy (spin up / spin down): -0.201 / -0.154 hartree. The gap between HOMO and LUMO (spin up / spin down) comes out at 0.3297 / 0.3358 hartree. For the HOMO energy (spin up / spin down), the calculation gives -14.45 / -13.34 eV. The energy relative to the best compared isomer or geometry (same formula, charge and spin) comes out at 403.62 kJ/mol. The value obtained for the total energy is -12744.6422 eV. As for the total charge: +1.



# 5
# CH5INP

2 unconnected molecules or ions with the total composition CH5INP in a non-equilibrium geometry (ωB97M-V with the def2-TZVPD basis set, OMol25).

```
9
Properties=species:S:1:pos:R:3:forces:R:3
I -2.494458 1.312229 -0.461762 0.38 -0.32 0.17
P 0.910278 0.253291 -1.353210 0.30 1.71 -0.95
N -0.137666 -0.299370 -0.269473 -0.61 0.24 0.87
C 0.049658 -0.757305 1.076696 4.38 0.71 -0.70
H -0.082550 0.710792 -2.265285 0.62 -0.24 -0.14
H -0.820623 -0.836698 1.519534 -4.72 0.12 2.17
H 0.739085 -0.241811 1.813816 -0.48 -0.01 -1.24
H 0.339023 -1.791727 1.098021 0.67 -0.74 -0.52
H 1.497252 1.650600 -1.158337 -0.55 -1.45 0.34
```
Positions in Å, forces in eV/Å.

As for the LUMO energy (spin up / spin down): -0.085 / -0.059 hartree. The gap between HOMO and LUMO (spin up / spin down) comes out at 0.2407 / 0.2895 hartree. For the HOMO energy (spin up / spin down), the calculation gives -8.86 / -9.49 eV. The energy relative to the best compared isomer or geometry (same formula, charge and spin) comes out at 387.49 kJ/mol. The value obtained for the total energy is -19994.4117 eV. As for the total charge: 0.



# 6
# CH5N2

A gas-phase ion, CH5N2 (charge +1) (ωB97M-V with the def2-TZVPD basis set, OMol25).

```
8
Properties=species:S:1:pos:R:3:forces:R:3
N 0.789568 -0.624846 -0.598559 -0.33 0.38 0.05
N -0.520806 0.640350 0.812933 -0.28 0.49 0.39
C -0.357032 -0.088909 -0.251290 0.58 -0.47 -0.19
H 1.641635 -0.343247 -0.134886 0.14 -0.31 -0.07
H -1.403541 1.091924 1.006301 -0.06 -0.16 -0.11
H 0.833949 -1.202096 -1.425683 0.18 0.05 0.07
H -1.193950 -0.306910 -0.896196 -0.30 0.12 0.08
H 0.210179 0.833736 1.487380 0.08 -0.10 -0.21
```
Positions in Å, forces in eV/Å.

As for the LUMO energy: -0.150 hartree. The gap between HOMO and LUMO comes out at 0.4625 hartree. For the HOMO energy, the calculation gives -16.66 eV. The energy relative to the best compared isomer or geometry (same formula, charge and spin) comes out at 0.00 kJ/mol. The value obtained for the total energy is -4091.9876 eV. As for the total charge: +1. The structure (SMILES) is NC=[NH2+].



# 7
# CH5N2O

2 unconnected molecules or ions with the total composition CH5N2O in a non-equilibrium geometry (ωB97M-V with the def2-TZVPD basis set, OMol25).

```
9
Properties=species:S:1:pos:R:3:forces:R:3
O 0.153605 -0.444270 0.080134 0.90 0.29 -0.22
N -2.469978 0.218079 0.070358 -2.18 0.20 0.80
N 1.124249 0.452229 0.101942 -1.91 -0.11 0.30
C 2.332803 0.069766 0.003991 0.61 -0.46 0.02
H 2.552303 -1.026469 -0.125220 0.24 1.01 0.18
H -2.153536 -0.508488 0.684113 0.00 -0.51 0.25
H 3.001477 0.922033 0.151782 0.58 -0.75 -0.29
H -1.606859 0.529385 -0.258906 1.97 0.67 -0.74
H -2.934060 -0.212263 -0.708198 -0.21 -0.33 -0.28
```
Positions in Å, forces in eV/Å.

As for the LUMO energy: 0.183 hartree. The gap between HOMO and LUMO comes out at 0.2679 hartree. For the HOMO energy, the calculation gives -2.31 eV. The energy relative to the best compared isomer or geometry (same formula, charge and spin) comes out at 208.52 kJ/mol. The value obtained for the total energy is -6144.1380 eV. As for the total charge: -1.



# 8
# CH5N2O

A gas-phase ion, CH5N2O (charge +1) in a non-equilibrium geometry (ωB97M-V with the def2-TZVPD basis set, OMol25).

```
9
Properties=species:S:1:pos:R:3:forces:R:3
O 1.761693 -0.579879 -0.007600 -6.20 -0.99 3.14
N 0.687853 0.444776 -0.031907 3.48 -1.77 -0.36
N -1.358116 -0.607679 0.037928 -2.93 -0.17 1.47
C -0.606614 0.437396 0.089891 1.62 -0.17 -0.74
H -0.858286 -1.443447 0.083006 0.72 -1.95 -0.11
H -0.892211 1.454135 0.065503 -1.27 0.82 0.31
H 1.176780 1.283736 -0.128135 0.22 1.83 0.09
H -2.339308 -0.687675 0.443438 1.77 0.68 -1.01
H 2.428206 -0.301365 -0.552128 2.59 1.72 -2.78
```
Positions in Å, forces in eV/Å.

As for the LUMO energy: -0.150 hartree. The gap between HOMO and LUMO comes out at 0.4395 hartree. For the HOMO energy, the calculation gives -16.03 eV. The energy relative to the best compared isomer or geometry (same formula, charge and spin) comes out at 252.00 kJ/mol. The value obtained for the total energy is -6136.4695 eV. As for the total charge: +1. The structure (SMILES) is [NH2+]=CNO.



# 9
# CH5N2O2

A gas-phase ion, CH5N2O2 (charge +1) in a non-equilibrium geometry (ωB97M-V with the def2-TZVPD basis set, OMol25).

```
10
Properties=species:S:1:pos:R:3:forces:R:3
O 0.202975 -1.119177 1.276280 0.38 -2.71 -0.09
O -0.430019 0.102640 1.668090 -1.67 2.00 1.01
N 1.313952 0.462679 0.022049 -1.07 -0.30 -0.67
N -0.942494 -0.183302 -0.755717 -2.55 0.14 2.28
C 0.153772 -0.066091 0.480600 0.22 -1.01 -2.04
H -0.521429 -0.083548 -1.652972 0.82 1.16 -0.82
H -1.690835 0.578788 -0.488327 1.60 -1.74 -1.27
H -1.467036 -1.099209 -0.938007 0.72 1.12 1.41
H 1.282858 1.451681 0.009907 0.84 1.03 -0.05
H 2.098257 -0.044462 0.378096 0.71 0.32 0.25
```
Positions in Å, forces in eV/Å.

As for the LUMO energy: -0.152 hartree. The gap between HOMO and LUMO comes out at 0.4436 hartree. For the HOMO energy, the calculation gives -16.21 eV. The energy relative to the best compared isomer or geometry (same formula, charge and spin) comes out at 212.09 kJ/mol. The value obtained for the total energy is -8182.0984 eV. As for the total charge: +1. The structure (SMILES) is NC1([NH3+])OO1.



# 10
# CH5N2O2

A gas-phase ion, CH5N2O2 (charge +1) in a non-equilibrium geometry (ωB97M-V with the def2-TZVPD basis set, OMol25).

```
10
Properties=species:S:1:pos:R:3:forces:R:3
O 1.972642 -0.189105 0.052094 1.61 0.67 1.20
O 1.034648 0.848378 -0.059762 -4.33 -2.52 -0.84
N -0.217139 -1.209508 -0.152904 -0.72 0.53 -0.11
N -1.291775 0.943627 -0.133881 2.10 -1.42 -0.16
C -0.297556 0.084622 -0.186138 3.31 2.57 1.32
H -2.244113 0.855152 -0.272641 -2.12 -1.13 -0.42
H -1.020119 1.868932 -0.039423 0.78 2.14 0.21
H 2.432138 0.096640 0.889943 -0.31 -0.56 -0.95
H 0.740258 -1.612375 -0.086379 -1.06 0.17 -0.06
H -1.108986 -1.686367 -0.010907 0.72 -0.44 -0.20
```
Positions in Å, forces in eV/Å.

As for the LUMO energy: -0.139 hartree. The gap between HOMO and LUMO comes out at 0.4542 hartree. For the HOMO energy, the calculation gives -16.13 eV. The energy relative to the best compared isomer or geometry (same formula, charge and spin) comes out at 79.03 kJ/mol. The value obtained for the total energy is -8183.4775 eV. As for the total charge: +1. The structure (SMILES) is NC(=[NH2+])OO.



# 11
# CH5N2O2

2 unconnected molecules or ions with the total composition CH5N2O2 in a non-equilibrium geometry (ωB97M-V with the def2-TZVPD basis set, OMol25).

```
10
Properties=species:S:1:pos:R:3:forces:R:3
O -1.148692 1.403481 0.743197 -1.63 0.86 1.29
O -2.903244 -0.480415 -0.233220 -1.87 -0.73 -2.27
N -1.630727 -0.448513 -0.507459 1.86 -0.75 0.43
N -0.876604 0.339577 0.049297 3.81 -2.06 -2.36
C 1.150735 -0.251187 -0.060160 -1.73 2.35 1.23
H 0.948422 -1.072182 0.602990 0.11 -0.51 -0.28
H 1.489720 -0.320412 -1.088573 -0.67 -0.32 -0.08
H -3.224164 -1.122602 -0.999545 0.37 1.67 2.41
H 1.550313 0.646630 0.471812 -0.37 -0.80 -0.50
H -0.315863 1.877933 0.836458 0.12 0.27 0.14
```
Positions in Å, forces in eV/Å.

As for the LUMO energy (spin up / spin down): -0.227 / -0.227 hartree. The gap between HOMO and LUMO (spin up / spin down) comes out at 0.3529 / 0.3529 hartree. For the HOMO energy (spin up / spin down), the calculation gives -15.79 / -15.79 eV. The energy relative to the best compared isomer or geometry (same formula, charge and spin) comes out at 447.06 kJ/mol. The value obtained for the total energy is -8179.6631 eV. As for the total charge: +1.



# 12
# CH5N2O2S

A gas-phase ion, CH5N2O2S (charge -1) in a non-equilibrium geometry (ωB97M-V with the def2-TZVPD basis set, OMol25).

```
11
Properties=species:S:1:pos:R:3:forces:R:3
S 2.135936 -0.114426 0.146452 -1.60 -0.75 -1.87
O 2.154531 -0.901790 -1.141820 0.32 0.50 0.89
O 1.806927 1.312011 -0.109783 0.50 0.35 0.09
N -0.664759 -0.902836 -0.046218 2.21 -0.09 0.98
N 0.581288 -0.730612 0.818404 -0.25 -0.47 0.44
C -1.343397 0.332939 -0.086016 -2.83 0.70 -1.71
H -1.676159 0.576267 0.867498 -1.08 0.00 2.19
H -2.317708 0.317033 -0.736776 1.72 -0.24 0.87
H 0.447879 -0.006199 1.551667 -0.78 -0.67 -0.68
H -0.311299 -1.104800 -0.973407 0.57 -0.15 -0.03
H -0.813238 1.222411 -0.289998 1.22 0.82 -1.17
```
Positions in Å, forces in eV/Å.

As for the LUMO energy: 0.155 hartree. The gap between HOMO and LUMO comes out at 0.2865 hartree. For the HOMO energy, the calculation gives -3.58 eV. The energy relative to the best compared isomer or geometry (same formula, charge and spin) comes out at 0.00 kJ/mol. The value obtained for the total energy is -19027.8761 eV. As for the total charge: -1.